No. 1
Formula: C6H12O
Source: the OMol25 dataset
Level of theory: the ωB97M-V functional and the def2-TZVPD basis

The relative energy (zero: lowest compared OMol25 entry of this formula, charge and spin) is 35.1 kcal/mol. As for the structure (SMILES): COCC1(C)CC1. As for the orbital gap: 10.69 eV.

The geometry in ORCA input format:
```
! RIJCOSX wB97M-V def2-TZVPD def2/J DEFGRID3
* xyz 0 1
C 2.46677 0.34505 -0.23228
O 1.59588 0.67262 0.82022
C 0.55439 -0.25713 1.00698
C -0.65512 -0.02522 0.11250
C -1.10042 1.41848 0.01542
C -0.91066 -0.92930 -1.06474
C -1.72237 -1.07820 0.19145
H 1.93002 0.16140 -1.17258
H 3.06741 -0.55156 0.00564
H 3.14000 1.19705 -0.36683
H 0.93012 -1.28711 0.87400
H 0.24537 -0.13658 2.05309
H -0.34921 2.03731 -0.48579
H -1.26711 1.84007 1.01359
H -2.04050 1.49935 -0.54177
H -0.18803 -1.70956 -1.28945
H -1.39961 -0.50544 -1.93903
H -1.54119 -1.94812 0.81903
H -2.75573 -0.74311 0.18055
*
```

---

No. 2
Formula: C6H12O
Source: the OMol25 dataset
Level of theory: the ωB97M-V functional and the def2-TZVPD basis

The relative energy (zero: lowest compared OMol25 entry of this formula, charge and spin) is 61.8 kcal/mol. As for the structure (SMILES): CCO[C@H]1C[C@H]1C. As for the orbital gap: 10.09 eV.

The geometry in ORCA input format:
```
! RIJCOSX wB97M-V def2-TZVPD def2/J DEFGRID3
* xyz 0 1
C 2.68905 0.72504 0.26598
C 1.57543 -0.13071 -0.30574
O 0.52146 -0.15149 0.62616
C -0.49091 -1.07163 0.35485
C -1.63728 -0.78881 1.21945
C -1.70223 -0.49975 -0.33318
C -1.63366 0.89466 -0.92253
H 3.05053 0.30780 1.21128
H 2.33542 1.74341 0.45574
H 3.52610 0.77249 -0.43696
H 1.92779 -1.15868 -0.47948
H 1.22075 0.27243 -1.26450
H -0.13161 -2.08441 0.17755
H -1.62143 0.04948 1.89022
H -2.20708 -1.66863 1.53864
H -2.65890 -0.96812 -0.25539
H -1.12599 0.94802 -1.90125
H -2.64606 1.27286 -1.08222
H -1.09628 1.56378 -0.24620
*
```

---

No. 3
Formula: C6H12O
Source: the OMol25 dataset
Level of theory: the ωB97M-V functional and the def2-TZVPD basis

The relative energy (zero: lowest compared OMol25 entry of this formula, charge and spin) is 39.3 kcal/mol. As for the structure (SMILES): C/C=C\OCCC. As for the orbital gap: 9.39 eV.

The geometry in ORCA input format:
```
! RIJCOSX wB97M-V def2-TZVPD def2/J DEFGRID3
* xyz 0 1
C 2.58679 -0.28557 -0.37426
C 1.73965 0.63346 0.46183
C 0.53011 0.29236 0.90827
C -1.02059 0.66663 -1.30896
C -2.01181 0.02629 -0.31944
C -1.38434 -1.08188 0.54305
O 0.02908 -0.94978 0.67304
H 3.05118 -1.05656 0.24950
H 1.98887 -0.81003 -1.13236
H 3.38644 0.25438 -0.89061
H 2.09838 1.62813 0.70603
H -0.03897 0.91654 -0.87760
H -0.14529 1.01087 1.37802
H -1.42582 1.60892 -1.68257
H -0.80881 -0.00529 -2.14446
H -2.85813 -0.40632 -0.87057
H -2.45320 0.79181 0.33187
H -1.85686 -1.12255 1.53768
H -1.51649 -2.06896 0.08671
*
```